{
  "formula": "C19H56BF4N5O5",
  "method": "wB97M-V/def2-TZVPD",
  "largest_force_ev_per_a": 10.22,
  "total_charge": 4,
  "homo_energy_ev": -19.40,
  "species": ["C", "C", "O", "N", "H", "H", "C", "H", "H", "H", "H", "H", "H", "C", "C", "C", "O", "C", "N", "H", "H", "H", "H", "H", "H", "H", "H", "H", "H", "H", "H", "C", "C", "C", "O", "C", "N", "H", "H", "H", "H", "H", "H", "H", "H", "H", "H", "H", "H", "C", "C", "C", "O", "C", "N", "H", "H", "H", "H", "H", "H", "H", "H", "H", "H", "H", "H", "C", "C", "C", "O", "C", "N", "H", "H", "H", "H", "H", "H", "H", "H", "H", "H", "H", "H", "B", "F", "F", "F", "F"],
  "positions_angstrom": [[7.2362, -14.8908, 3.9881], [8.3393, -15.9341, 3.5619], [8.4370, -17.0422, 4.1079], [9.3008, -15.6454, 2.4003], [9.5556, -14.7035, 2.1397], [10.1492, -16.0880, 2.7234], [8.9695, -16.2885, 0.9970], [6.4524, -15.2996, 4.6258], [6.7195, -14.3579, 3.1898], [7.6572, -14.2285, 4.7446], [9.0095, -17.3748, 1.0777], [9.7948, -15.9823, 0.3542], [7.9823, -16.0185, 0.6218], [11.2462, -15.2369, -0.7979], [12.6106, -15.9498, -0.8426], [13.1648, -16.0696, 0.5449], [14.4991, -16.5870, 0.4687], [15.0082, -16.5297, 1.8164], [12.4714, -17.3852, -1.3760], [11.9550, -17.5104, -2.2349], [13.4183, -17.7160, -1.4950], [12.1088, -18.0920, -0.7521], [11.3216, -14.1696, -0.5899], [10.7243, -15.5253, 0.1144], [10.6674, -15.3446, -1.7152], [13.2774, -15.4561, -1.5496], [12.6474, -16.8795, 1.0590], [12.9883, -15.2591, 1.2521], [14.3546, -16.9251, 2.5940], [15.1600, -15.5114, 2.1744], [15.9222, -17.1188, 1.8914], [13.0276, -18.4730, 3.6602], [11.6695, -18.6130, 4.1534], [10.7259, -19.2311, 3.0985], [9.3855, -19.1280, 3.5735], [8.4429, -19.5474, 2.6316], [11.6844, -19.3831, 5.4381], [10.7481, -19.7445, 5.5515], [12.3059, -20.1792, 5.4378], [11.9505, -18.8083, 6.2249], [13.6592, -17.9272, 4.3611], [13.2186, -17.9616, 2.7168], [13.5583, -19.4234, 3.6054], [11.3018, -17.6321, 4.4546], [10.9553, -20.2741, 2.8800], [10.8657, -18.5850, 2.2318], [8.5682, -18.9759, 1.7119], [7.4166, -19.3506, 2.9416], [8.4771, -20.6100, 2.3908], [9.7555, -15.9620, 5.6518], [10.3756, -15.8613, 7.0498], [10.2009, -14.5527, 7.7344], [10.9081, -14.5861, 8.9112], [11.0797, -13.2950, 9.4553], [9.9329, -17.0132, 7.9909], [10.3897, -16.9494, 8.8894], [8.9456, -17.0123, 8.2037], [10.1982, -17.9081, 7.6049], [10.2411, -15.3235, 4.9138], [8.6997, -15.6931, 5.6832], [9.7764, -16.9746, 5.2490], [11.4291, -16.1293, 6.9698], [9.1430, -14.3024, 7.8136], [10.6011, -13.7171, 7.1602], [10.1600, -12.7387, 9.6363], [11.7071, -12.6736, 8.8163], [11.4934, -13.4468, 10.4522], [14.1380, -13.9282, 3.7305], [13.5612, -14.5088, 5.0296], [12.0932, -14.0785, 5.2295], [11.8944, -12.6883, 5.6022], [12.4727, -12.1684, 6.7763], [13.7652, -16.0274, 5.1119], [13.1390, -16.4080, 4.4168], [14.7319, -16.2819, 4.9679], [13.4684, -16.4271, 5.9907], [13.6721, -14.4144, 2.8734], [15.2031, -14.1585, 3.7536], [13.9309, -12.8582, 3.7449], [14.1567, -14.2361, 5.9009], [11.6530, -14.7370, 5.9782], [11.5803, -14.1481, 4.2702], [13.5570, -12.2048, 6.8818], [11.9426, -12.4523, 7.6854], [12.2990, -11.0945, 6.8457], [11.5176, -15.9288, 2.9964], [12.8444, -16.0980, 3.2911], [11.3175, -14.6276, 2.8016], [11.0866, -16.7208, 1.8795], [10.7586, -16.1762, 4.0989]]
}

***

{
  "formula": "C13H16BF3N4O6",
  "method": "wB97M-V/def2-TZVPD",
  "relative_energy_kcal_mol": 0.0,
  "largest_force_ev_per_a": 4.29,
  "total_charge": 0,
  "homo_energy_ev": -8.73,
  "species": ["N", "B", "O", "C", "O", "C", "N", "C", "O", "C", "F", "F", "F", "C", "N", "C", "O", "O", "N", "C", "O", "C", "C", "C", "C", "C", "C", "H", "H", "H", "H", "H", "H", "H", "H", "H", "H", "H", "H", "H", "H", "H", "H"],
  "positions_angstrom": [[-1.8003, -1.3615, 2.8142], [-1.0127, -2.4883, 2.2958], [-1.2828, -3.7738, 2.7707], [0.1788, -2.3392, 1.2218], [1.4058, -2.0768, 1.8952], [1.7785, -0.7217, 1.7656], [2.1772, -0.4142, 0.3563], [2.1169, 1.0346, 0.0857], [2.3699, 1.7725, 1.2952], [1.8789, 3.0297, 1.2384], [0.5297, 2.9948, 1.4128], [2.3720, 3.7754, 2.2168], [2.1384, 3.6295, 0.0688], [1.2108, -1.1052, -0.4330], [1.5900, -1.4930, -1.5901], [2.9777, -1.2124, -2.1331], [3.2232, -0.1489, -2.7059], [3.7434, -2.1564, -1.9712], [-0.0313, -1.3285, 0.1694], [-1.1212, -1.6488, -0.7419], [-1.1703, -0.8609, -1.8990], [-1.6332, 0.4302, -1.7111], [-2.1076, 1.0692, -2.8579], [-2.5555, 2.3699, -2.8083], [-2.5515, 3.0921, -1.6148], [-2.1225, 2.4519, -0.4692], [-1.6685, 1.1351, -0.5202], [-2.7161, -1.4235, 2.3584], [-1.9982, -1.6027, 3.7870], [-0.4998, -4.1247, 3.2223], [0.3110, -3.3276, 0.7234], [0.9663, -0.0705, 2.1303], [2.6600, -0.5612, 2.3943], [1.1860, 1.3762, -0.3987], [2.9386, 1.2641, -0.6091], [0.9522, -2.0114, -2.1852], [-2.1153, -1.6375, -0.2602], [-0.9824, -2.6976, -1.0906], [-2.1205, 0.5416, -3.8141], [-2.8948, 2.8349, -3.7352], [-2.8766, 4.1308, -1.5744], [-2.1032, 2.9765, 0.4868], [-1.3413, 0.6773, 0.4136]]
}

***

{
  "formula": "C34H31O20S",
  "method": "wB97M-V/def2-TZVPD",
  "relative_energy_kcal_mol": 0.0,
  "largest_force_ev_per_a": 1.80,
  "total_charge": -1,
  "homo_energy_ev": -4.90,
  "species": ["C", "C", "C", "C", "S", "C", "C", "O", "C", "O", "C", "C", "C", "O", "O", "H", "H", "H", "H", "H", "H", "H", "H", "H", "H", "H", "H", "H", "H", "H", "C", "C", "C", "O", "C", "C", "C", "O", "O", "O", "H", "H", "H", "H", "C", "C", "C", "O", "C", "C", "C", "O", "O", "O", "H", "H", "H", "H", "C", "C", "C", "O", "C", "C", "C", "O", "O", "O", "H", "H", "H", "H", "C", "C", "C", "O", "C", "C", "C", "O", "O", "O", "H", "H", "H", "H"],
  "positions_angstrom": [[4.2624, -0.4848, 0.4299], [3.3025, -0.2433, -0.4730], [2.4700, 1.0167, -0.5186], [1.0499, 0.6771, -1.0866], [0.4895, 1.5688, -2.5455], [1.5014, 0.9934, -3.9202], [1.8654, -0.4842, -3.9148], [3.0640, 1.9904, -1.3952], [4.4265, 2.0555, -1.4820], [4.9980, 1.5936, -2.4433], [5.1234, 2.8128, -0.3984], [4.7652, 4.3188, -0.4983], [2.2475, 1.5171, 0.9518], [2.6364, 2.6534, 1.2486], [1.6636, 0.6860, 1.6636], [5.1708, -0.9872, 0.1073], [4.1424, -0.2470, 1.4812], [3.0727, -1.0097, -1.2108], [0.3382, 0.9750, -0.3180], [0.9569, -0.3971, -1.1876], [2.4221, 1.5725, -4.0024], [0.9293, 1.2012, -4.8278], [0.9869, -1.1296, -3.8890], [2.4266, -0.7075, -4.8264], [2.5341, -0.7015, -3.0880], [4.7860, 2.4875, 0.5826], [6.1984, 2.6681, -0.4832], [4.3586, 4.6647, 0.4490], [3.9751, 4.4886, -1.2301], [5.6410, 4.9124, -0.7608], [5.9410, 8.2605, -0.9726], [6.5309, 9.1857, -1.7407], [7.6105, 10.1005, -1.2143], [8.0959, 10.8975, -1.9993], [8.0023, 9.9864, 0.1746], [7.4116, 9.0628, 0.9464], [6.3474, 8.1310, 0.4136], [5.8880, 7.3194, 1.1912], [7.6977, 8.8795, 2.2254], [6.2287, 9.3827, -3.0181], [5.1693, 7.5978, -1.3396], [8.7653, 10.6559, 0.5454], [7.1215, 8.1457, 2.5235], [6.8103, 10.1063, -3.3217], [-0.5296, -4.0764, -0.8209], [-1.2705, -5.1485, -0.5191], [-2.7569, -5.0525, -0.2921], [-3.3487, -6.0894, -0.0241], [-3.3949, -3.7643, -0.3886], [-2.6609, -2.6854, -0.6858], [-1.1767, -2.7802, -0.9289], [-0.5997, -1.7436, -1.1861], [-3.1528, -1.4601, -0.7794], [-0.7769, -6.3762, -0.3866], [0.5385, -4.1269, -0.9794], [-4.4587, -3.7196, -0.2019], [-2.3974, -0.8768, -1.0034], [-1.5409, -6.9430, -0.1644], [-2.5826, -0.1378, 4.3712], [-2.0467, -1.0898, 3.5841], [-2.8934, -2.1948, 2.9860], [-2.3488, -3.0175, 2.2726], [-4.3106, -2.2267, 3.2929], [-4.8320, -1.2754, 4.0770], [-3.9935, -0.1609, 4.6573], [-4.5822, 0.6582, 5.3461], [-6.1134, -1.2182, 4.4157], [-0.7676, -1.1221, 3.2863], [-1.9868, 0.6556, 4.7993], [-4.9032, -3.0273, 2.8726], [-6.1947, -0.4239, 4.9823], [-0.6086, -1.8783, 2.6932], [-6.6894, -6.9277, -0.3704], [-7.4223, -8.0041, -0.0569], [-8.9122, -7.9187, 0.1739], [-9.4952, -8.9560, 0.4370], [-9.5585, -6.6252, 0.0755], [-8.8247, -5.5476, -0.2368], [-7.3394, -5.6402, -0.4927], [-6.7609, -4.6124, -0.7953], [-9.3236, -4.3263, -0.3514], [-6.9198, -9.2243, 0.0784], [-5.6213, -6.9663, -0.5406], [-10.6223, -6.5728, 0.2580], [-8.5704, -3.7484, -0.5868], [-7.6750, -9.8012, 0.3044]]
}

***

{
  "formula": "C5H11N5O2S",
  "method": "wB97M-V/def2-TZVPD",
  "relative_energy_kcal_mol": 0.0,
  "largest_force_ev_per_a": 3.10,
  "total_charge": 2,
  "homo_energy_ev": -17.20,
  "species": ["C", "C", "C", "C", "C", "N", "N", "N", "N", "N", "O", "O", "S", "H", "H", "H", "H", "H", "H", "H", "H", "H", "H", "H"],
  "positions_angstrom": [[-0.4537, -1.5510, 0.6202], [0.3379, 0.6943, -0.0027], [0.2626, -3.3407, -0.9767], [-0.4281, 5.3830, 0.7941], [0.2852, -2.8978, 0.4453], [-0.0560, 3.1063, 0.8827], [0.1740, -0.5537, -0.0975], [-1.5545, -1.3881, 1.1868], [0.1164, -4.5940, -1.2954], [0.8310, 1.4457, -0.9641], [0.3907, -2.4777, -1.9229], [-0.2994, 4.1917, 1.5569], [0.0479, 1.7160, 1.5967], [-1.2467, 5.3019, 0.0744], [0.4953, 5.6194, 0.2590], [-0.6467, 6.1622, 1.5233], [-0.1474, -3.6546, 1.0994], [1.3276, -2.7494, 0.7462], [0.4384, -1.5496, -1.5625], [-2.0256, -2.1727, 1.6124], [0.0451, -5.3336, -0.6081], [0.0946, -4.8648, -2.2747], [1.0209, 1.0770, -1.8847], [0.9906, 2.4302, -0.8080]]
}